Entry 1:
ORCA calculation (ωB97M-V/def2-TZVPD) on 2 unconnected molecules or ions with the total composition C2H5NO.

E_LUMO: 0.77 eV
structure (SMILES): CN=C=O.[H][H]
spin multiplicity: 1

The geometry in XYZ format:
```
9
C2H5NO | the Open Molecules 2025 dataset | ωB97M-V/def2-TZVPD
C -1.28292 -0.24916 -0.03550
N 0.13590 0.06372 -0.01779
C 0.51345 1.20922 0.12859
O 0.91330 2.29928 0.26927
H -1.75228 0.11454 0.88307
H -1.41420 -1.32693 -0.10789
H -1.75343 0.23425 -0.89629
H 2.72547 -0.97581 -0.13297
H 2.04066 -1.24385 -0.03395
```

Okay, here come the natural (NBO) numbers, in e, for every atom: number 1, C, carries -0.405; number 2, N, carries -0.570; number 3, C, carries 0.874; number 4, O, carries -0.501; number 5, H, carries 0.198; number 6, H, carries 0.210; number 7, H, carries 0.199; number 8, H, carries -0.020; number 9, H, carries 0.015


Entry 2:
ORCA calculation (ωB97M-V/def2-TZVPD) on a molecular structure, C2H5NO.

E_LUMO: -1.27 eV
spin multiplicity: 1

The geometry in XYZ format:
```
9
C2H5NO | the Open Molecules 2025 dataset | ωB97M-V/def2-TZVPD
C -1.24568 0.13023 0.20552
N 0.75049 0.59817 -0.77074
C 1.49921 -0.24293 -0.10452
O 1.43913 -1.14754 0.69756
H -0.72720 -0.24147 1.08580
H -1.66985 1.12399 0.33516
H -1.96790 -0.60089 -0.16680
H -0.54603 0.21229 -0.73246
H 2.46783 0.16816 -0.54952
```

Okay, here come the natural (NBO) numbers, in e, for every atom: number 1, C, carries -0.648; number 2, N, carries -0.343; number 3, C, carries 0.417; number 4, O, carries -0.603; number 5, H, carries 0.253; number 6, H, carries 0.230; number 7, H, carries 0.237; number 8, H, carries 0.245; number 9, H, carries 0.211


Entry 3:
ORCA calculation (ωB97M-V/def2-TZVPD) on C2H5NO in the gas phase in a non-equilibrium geometry.

E_LUMO (spin up / spin down): -0.62 / -0.42 eV
structure (SMILES): C=NCO
spin multiplicity: 1

The geometry in XYZ format:
```
9
C2H5NO | the Open Molecules 2025 dataset | ωB97M-V/def2-TZVPD
C -1.18490 -0.85888 0.30695
N -0.68188 0.28262 -0.86738
C 0.50656 0.79658 -0.30709
O 1.39870 -0.03544 0.37258
H -2.01251 -1.34594 -0.06935
H -0.99240 -0.68476 1.37881
H 0.36003 1.54653 0.51412
H 1.13341 1.24830 -1.21628
H 1.47298 -0.94900 -0.11235
```

Okay, here come the natural (NBO) numbers, in e, for every atom: number 1, C, carries -0.147; number 2, N, carries -0.304; number 3, C, carries 0.006; number 4, O, carries -0.721; number 5, H, carries 0.164; number 6, H, carries 0.188; number 7, H, carries 0.195; number 8, H, carries 0.152; number 9, H, carries 0.468


Values for calculated total energy, Ha, ordered as above
-209.15614, -209.05744, -209.01866
Values for ΔE to the lowest compared entry with this formula, charge and spin, eV, ordered as above
1.801, 4.487, 5.542